Below is a 2-piece molecular cluster, C7H11NO overall at a distorted geometry, with properties calculated with ωB97M-V/def2-TZVPD.

Calculated values
SMILES string   [H]/N=C1\CC1=C.CC(C)=O
LUMO level   0.4 eV
Kohn-Sham gap   0.3573 hartree
Relative energy (zero: lowest compared OMol25 entry of this formula, charge and spin)   4.7551 eV
HOMO energy   -9.348 eV

Structure (ORCA input):
```
! wB97M-V def2-TZVPD RIJCOSX def2/J DEFGRID3
* xyz 0 1
H -3.058 -2.600 -0.243
H -3.360 0.327 1.218
C -3.450 0.583 0.212
H 3.839 0.982 -0.369
C 2.073 0.403 0.742
C -2.520 -1.796 -0.687
C -2.713 -0.511 -0.449
O 1.147 0.850 1.355
H 2.467 0.982 -1.371
C -2.152 0.749 -0.516
H 2.579 -1.511 -0.174
H -4.386 0.590 -0.225
N -1.019 1.240 -0.897
H 3.480 -1.175 1.425
H 1.661 -1.661 1.413
H -0.721 2.151 -0.467
H 2.752 2.307 -0.111
C 2.792 1.231 -0.277
H -1.894 -2.073 -1.484
C 2.484 -1.068 0.904
*
```

In elementary charge units, the Löwdin charges are:
1 H 0.051
2 H 0.090
3 C 0.007
4 H 0.061
5 C -0.537
6 C 0.094
7 C -0.274
8 O 0.055
9 H 0.125
10 C -0.307
11 H 0.106
12 H 0.089
13 N 0.155
14 H 0.088
15 H 0.091
16 H 0.069
17 H 0.077
18 C -0.047
19 H 0.048
20 C -0.039

=====

Below is C7H11NO as an isolated structure at a distorted geometry, with properties calculated with ωB97M-V/def2-TZVPD.

Calculated values
LUMO level   1.0 eV
Kohn-Sham gap   0.3596 hartree
Relative energy (zero: lowest compared OMol25 entry of this formula, charge and spin)   3.1454 eV
HOMO energy   -8.836 eV

Structure (ORCA input):
```
! wB97M-V def2-TZVPD RIJCOSX def2/J DEFGRID3
* xyz 0 1
C 1.811 0.014 -0.511
C -1.702 0.406 -0.283
C -0.452 -0.197 -0.961
C -0.101 -0.915 0.407
H 2.021 -1.162 1.397
C 1.407 -1.119 0.400
N 0.669 0.889 -0.726
H -2.113 1.457 -0.454
H -3.184 -0.624 -0.944
H -0.661 -1.801 0.605
H -0.168 2.498 0.145
H -1.111 0.345 1.958
H 2.643 0.650 -0.146
C 0.160 1.421 0.503
O -2.791 -0.537 -0.110
H 1.030 1.550 1.193
H 1.547 -2.201 -0.039
H 2.111 -0.327 -1.446
C -0.805 0.389 0.954
H -0.313 -0.735 -1.941
*
```

In elementary charge units, the Löwdin charges are:
1 C -0.229
2 C -0.252
3 C -0.107
4 C -0.187
5 H 0.135
6 C -0.140
7 N -0.103
8 H 0.165
9 H 0.057
10 H 0.125
11 H 0.155
12 H 0.131
13 H 0.125
14 C -0.203
15 O -0.008
16 H 0.132
17 H 0.137
18 H 0.088
19 C -0.179
20 H 0.159

=====

Below is a 2-piece molecular cluster, C7H11NO overall at a distorted geometry, with properties calculated with ωB97M-V/def2-TZVPD.

Calculated values
SMILES string   CC1=COCC1.CC#N
LUMO level   0.6 eV
Kohn-Sham gap   0.3295 hartree
Relative energy (zero: lowest compared OMol25 entry of this formula, charge and spin)   2.7313 eV
HOMO energy   -8.322 eV

Structure (ORCA input):
```
! wB97M-V def2-TZVPD RIJCOSX def2/J DEFGRID3
* xyz 0 1
H -0.216 3.032 -1.371
C 3.153 -2.345 -0.776
H -0.469 1.516 -2.406
H -2.288 -0.784 1.687
C -1.582 1.571 -0.372
H 1.416 -3.489 -0.372
H -2.145 2.426 0.046
H 1.112 -1.841 -1.131
H 1.800 -1.835 0.575
C -1.767 0.217 1.790
C 0.370 0.594 0.420
H 1.164 0.065 0.846
O 0.717 1.138 -0.814
N 4.284 -2.362 -0.864
C -0.937 0.747 0.716
H -1.160 0.071 2.754
C 1.808 -2.366 -0.396
C -0.412 1.880 -1.288
H -2.188 0.957 -0.998
H -2.660 0.810 1.955
*
```

In elementary charge units, the Löwdin charges are:
1 H 0.140
2 C -0.342
3 H 0.147
4 H 0.093
5 C -0.135
6 H 0.136
7 H 0.129
8 H 0.103
9 H 0.073
10 C -0.083
11 C -0.074
12 H 0.092
13 O -0.111
14 N 0.141
15 C -0.292
16 H 0.107
17 C -0.104
18 C -0.192
19 H 0.105
20 H 0.066

=====

Below is a 2-piece molecular cluster, C7H11NO overall at a distorted geometry, with properties calculated with ωB97M-V/def2-TZVPD.

Calculated values
SMILES string   C=Cc1cc[nH]c1C.O
LUMO level   0.9 eV
Kohn-Sham gap   0.3336 hartree
Relative energy (zero: lowest compared OMol25 entry of this formula, charge and spin)   1.2010 eV
HOMO energy   -8.134 eV

Structure (ORCA input):
```
! wB97M-V def2-TZVPD RIJCOSX def2/J DEFGRID3
* xyz 0 1
H 2.597 -2.146 1.207
H -1.396 1.895 1.806
C -1.165 -0.186 1.946
H 1.959 -0.186 -1.296
C -0.852 0.936 0.015
C -0.551 -0.388 -0.213
H 1.647 -1.306 -2.705
H 1.890 -0.774 1.071
H -1.317 -0.193 3.005
H -1.797 2.390 -1.189
C -0.690 -1.075 1.024
H -0.680 -1.563 -2.054
O 2.476 -1.295 1.632
C 1.248 -0.779 -1.850
C -0.015 -0.954 -1.482
H -0.638 -2.141 1.128
H -0.230 2.978 -0.589
H -0.486 1.652 -1.863
N -1.228 1.031 1.325
C -0.773 2.102 -0.919
*
```

In elementary charge units, the Löwdin charges are:
1 H 0.033
2 H 0.151
3 C -0.111
4 H 0.062
5 C -0.282
6 C -0.231
7 H 0.052
8 H 0.001
9 H 0.107
10 H 0.080
11 C -0.070
12 H 0.092
13 O -0.060
14 C 0.014
15 C -0.126
16 H 0.103
17 H 0.077
18 H 0.069
19 N 0.054
20 C -0.017

=====

Below is a 2-piece molecular cluster, C7H11NO2 overall at a distorted geometry, with properties calculated with ωB97M-V/def2-TZVPD.

Calculated values
SMILES string   C=CC(=C)[N+](=O)[O-].C=CC
LUMO level   -0.8 eV
Kohn-Sham gap   0.3220 hartree
Relative energy (zero: lowest compared OMol25 entry of this formula, charge and spin)   6.6190 eV
HOMO energy   -9.594 eV

Structure (ORCA input):
```
! wB97M-V def2-TZVPD RIJCOSX def2/J DEFGRID3
* xyz 0 1
C -0.118 -1.134 -1.222
H -1.265 2.010 -0.209
C 0.842 -2.103 -0.681
C -0.273 1.950 0.192
O -1.543 -0.276 2.536
H 1.892 -1.968 -0.965
H 1.886 0.814 1.398
H 0.625 3.149 -1.271
C -1.382 -1.232 -0.837
C 0.692 2.707 -0.272
H 0.744 -0.187 2.572
H 0.638 -3.058 -1.057
N -1.490 0.618 1.704
C 0.942 0.446 1.761
H 1.746 2.780 0.085
C -0.149 1.028 1.301
H -1.689 -2.002 -0.098
O -2.541 1.157 1.347
H 0.679 -2.168 0.459
H 0.288 -0.442 -1.897
H -2.150 -0.479 -0.945
*
```

In elementary charge units, the Löwdin charges are:
1 C -0.251
2 H 0.102
3 C -0.127
4 C -0.150
5 O 0.058
6 H 0.075
7 H 0.090
8 H 0.066
9 C -0.023
10 C 0.027
11 H 0.070
12 H 0.050
13 N -0.341
14 C 0.143
15 H 0.078
16 C -0.248
17 H 0.084
18 O 0.060
19 H 0.105
20 H 0.081
21 H 0.051

=====

Below is one molecule with the formula C7H11NO2S2 at a distorted geometry, with properties calculated with ωB97M-V/def2-TZVPD.

Calculated values
SMILES string   CCC1=C(O)N(CC)C#S#S1=O
LUMO level (alpha / beta)   -0.3 / -0.3 eV
Kohn-Sham gap (alpha / beta)   0.2857 / 0.2857 hartree
Relative energy (zero: lowest compared OMol25 entry of this formula, charge and spin)   4.8321 eV
HOMO energy (alpha / beta)   -8.057 / -8.057 eV

Structure (ORCA input):
```
! wB97M-V def2-TZVPD RIJCOSX def2/J DEFGRID3
* xyz 0 1
C 0.757 -0.845 0.057
H -1.029 1.974 1.764
N -0.084 1.491 -0.659
H 0.224 3.047 1.161
H 0.505 -4.171 -0.560
S 2.420 -0.824 -0.191
C 0.288 -3.208 -0.830
C -0.154 0.181 -0.074
H 0.965 -2.773 1.147
H -2.113 1.970 -0.321
C -1.173 2.414 -0.339
C 0.342 -2.237 0.489
C 0.885 2.013 -1.318
O 2.981 -0.492 1.137
O -1.482 -0.109 0.163
S 2.325 1.198 -1.529
H -1.588 3.622 1.525
H -1.633 -1.052 0.242
H 1.003 -2.842 -1.623
H -0.762 -3.186 -1.340
H -0.642 -2.290 0.994
H -1.214 3.210 -1.013
C -0.820 2.908 1.118
*
```

In elementary charge units, the Löwdin charges are:
1 C -0.470
2 H 0.093
3 N -0.180
4 H 0.054
5 H 0.019
6 S 0.767
7 C -0.065
8 C -0.243
9 H 0.085
10 H 0.087
11 C -0.185
12 C -0.215
13 C -0.510
14 O -0.527
15 O 0.056
16 S 0.715
17 H 0.091
18 H 0.092
19 H 0.075
20 H 0.101
21 H 0.106
22 H 0.096
23 C -0.042

=====

Below is one molecule with the formula C7H11NO3 at a distorted geometry, with properties calculated with ωB97M-V/def2-TZVPD.

Calculated values
SMILES string   CC(=O)[C@H]1[C@H]([N+](=O)[O-])C1(C)C
LUMO level   -0.4 eV
Kohn-Sham gap   0.3447 hartree
Relative energy (zero: lowest compared OMol25 entry of this formula, charge and spin)   6.2055 eV
HOMO energy   -9.787 eV

Structure (ORCA input):
```
! wB97M-V def2-TZVPD RIJCOSX def2/J DEFGRID3
* xyz 0 1
C 0.392 0.714 -0.299
H 1.330 -1.006 -1.471
C -2.378 -1.645 0.883
C -0.240 -0.540 0.361
H -0.182 2.406 0.946
H -1.873 -1.701 1.802
H 0.541 1.951 -2.066
O -1.414 -1.900 -1.226
H -0.660 0.391 -2.158
H 1.237 1.582 1.590
C 1.407 -0.339 -0.553
C -1.304 -1.444 -0.181
N 2.448 -0.661 0.370
H -2.973 -2.472 0.592
H -2.899 -0.781 0.758
C -0.260 1.251 -1.577
H -1.117 1.885 -1.207
O 3.374 -1.258 -0.194
H 1.400 2.593 0.103
H 0.006 -0.698 1.358
O 2.345 -0.226 1.484
C 0.821 1.900 0.685
*
```

In elementary charge units, the Löwdin charges are:
1 C -0.477
2 H 0.176
3 C 0.021
4 C 0.053
5 H 0.112
6 H 0.070
7 H 0.127
8 O 0.145
9 H 0.086
10 H 0.039
11 C 0.013
12 C -0.489
13 N -0.392
14 H 0.085
15 H 0.061
16 C -0.032
17 H 0.097
18 O 0.068
19 H 0.073
20 H 0.096
21 O 0.070
22 C -0.003

=====

Below is a 2-piece molecular cluster, C7H11NO3S overall at a distorted geometry, with properties calculated with ωB97M-V/def2-TZVPD.

Calculated values
LUMO level (alpha / beta)   -0.1 / -1.2 eV
Kohn-Sham gap (alpha / beta)   0.2885 / 0.2748 hartree
Relative energy (zero: lowest compared OMol25 entry of this formula, charge and spin)   4.8588 eV
HOMO energy (alpha / beta)   -7.989 / -8.707 eV

Structure (ORCA input):
```
! wB97M-V def2-TZVPD RIJCOSX def2/J DEFGRID3
* xyz 0 1
H -1.925 -2.331 1.634
C -1.477 -1.717 0.871
H -3.325 -1.474 -0.214
O 2.718 -0.674 1.250
H 0.171 -0.965 -2.025
H -0.243 1.789 -1.215
C -0.161 -1.336 0.963
H 0.205 1.232 2.400
C -0.268 -0.243 -1.306
S 2.145 -0.278 -0.003
H 0.452 -1.607 1.809
C 0.396 -0.502 0.004
C -2.269 -1.250 -0.218
C -1.736 -0.530 -1.223
N -0.004 1.064 -1.885
O 2.657 -0.839 -1.214
H -2.330 -0.158 -2.041
C -0.212 1.687 1.527
H 2.781 1.617 0.707
H 0.989 1.148 -2.083
H 0.332 2.470 1.039
H -1.255 1.567 1.326
O 2.355 1.330 -0.101
*
```

In elementary charge units, the Löwdin charges are:
1 H 0.105
2 C -0.058
3 H 0.104
4 O -0.279
5 H 0.167
6 H 0.067
7 C -0.098
8 H 0.008
9 C -0.395
10 S 0.628
11 H 0.116
12 C -0.261
13 C -0.086
14 C -0.016
15 N 0.063
16 O -0.252
17 H 0.112
18 C 0.107
19 H 0.084
20 H 0.064
21 H -0.006
22 H 0.005
23 O -0.179

=====

Below is a 2-piece molecular cluster, C7H11NOP2 overall at a distorted geometry, with properties calculated with ωB97M-V/def2-TZVPD.

Calculated values
LUMO level (alpha / beta)   -0.9 / 0.0 eV
Kohn-Sham gap (alpha / beta)   0.2440 / 0.3078 hartree
Relative energy (zero: lowest compared OMol25 entry of this formula, charge and spin)   2.1585 eV
HOMO energy (alpha / beta)   -7.587 / -8.406 eV

Structure (ORCA input):
```
! wB97M-V def2-TZVPD RIJCOSX def2/J DEFGRID3
* xyz 0 1
H 2.476 -1.285 -2.398
C 1.332 -0.136 -0.975
H 0.500 2.497 0.540
H 2.455 0.369 2.199
H -5.331 -0.730 0.765
P -4.117 -1.399 0.464
C 3.289 -1.314 -0.430
H 0.591 0.248 -1.640
N 3.241 -0.902 0.793
C 1.279 0.352 0.355
H -1.650 -0.124 1.557
C 2.311 -0.915 -1.433
H -1.617 -0.742 -1.243
C -1.882 0.279 -0.846
C 0.303 1.390 0.857
O -2.301 1.002 -1.913
H 0.524 1.492 1.904
H 4.158 -1.892 -0.670
H -2.765 1.890 -1.523
H -3.443 -1.118 1.676
P -1.611 1.091 0.726
C 2.257 -0.053 1.236
*
```

In elementary charge units, the Löwdin charges are:
1 H 0.086
2 C -0.066
3 H 0.106
4 H 0.106
5 H -0.242
6 P 0.587
7 C -0.146
8 H 0.093
9 N 0.044
10 C -0.268
11 H -0.065
12 C -0.035
13 H 0.079
14 C -0.593
15 C -0.365
16 O -0.135
17 H 0.042
18 H 0.094
19 H 0.160
20 H -0.261
21 P 0.867
22 C -0.085

=====

Below is one molecule with the formula C7H11NS at a distorted geometry, with properties calculated with ωB97M-V/def2-TZVPD.

Calculated values
SMILES string   C=C1SN(C)C(C)=C1C
LUMO level (alpha / beta)   0.7 / 0.7 eV
Kohn-Sham gap (alpha / beta)   0.2584 / 0.2584 hartree
Relative energy (zero: lowest compared OMol25 entry of this formula, charge and spin)   3.1544 eV
HOMO energy (alpha / beta)   -6.374 / -6.376 eV

Structure (ORCA input):
```
! wB97M-V def2-TZVPD RIJCOSX def2/J DEFGRID3
* xyz 0 1
H 2.831 0.387 0.123
H 2.088 -1.130 -0.499
H -0.806 -2.726 -0.679
H -3.772 0.097 0.285
H 0.839 2.857 -1.498
C 1.065 2.651 -0.457
C -0.481 -0.772 0.039
C 0.736 0.228 0.028
H -3.247 -1.607 0.339
S -1.444 1.593 -0.015
C -3.032 -0.629 0.101
C -0.299 -2.264 0.083
H 0.745 3.519 0.162
C -1.736 -0.153 0.033
H 0.754 -2.389 0.069
H -0.858 -2.806 0.874
C 2.094 -0.361 0.233
H 2.123 -0.765 1.189
H 2.111 2.753 -0.332
N 0.290 1.517 -0.077
*
```

In elementary charge units, the Löwdin charges are:
1 H 0.067
2 H 0.076
3 H 0.047
4 H 0.013
5 H 0.085
6 C -0.118
7 C -0.248
8 C -0.201
9 H 0.009
10 S 1.043
11 C -0.049
12 C -0.058
13 H 0.093
14 C -0.604
15 H 0.043
16 H 0.097
17 C -0.011
18 H 0.076
19 H 0.074
20 N -0.433